<w>
The molecule C2H3IO, computed with wB97M-V/def2-TZVPD.

Positions of all 7 atoms, in Å:
I  2.453  -0.264  0.002
C  0.367  0.096  -0.423
C  -0.726  -0.058  0.490
O  -0.256  1.158  0.037
H  0.092  -0.050  -1.514
H  -1.666  -0.415  -0.058
H  -0.264  -0.467  1.465

Summary:
- Net charge: 0
- Multiplicity: 1
- Lowest unoccupied orbital energy: 0.38 eV
- Orbital gap: 10.0 eV
- SMILES: I[C@H]1CO1

Atomic charges from the Löwdin analysis, expressed in e, are listed below: 0.76 -0.86 -0.20 -0.08 0.11 0.14 0.13

<x>
The molecule C2H3IO, computed with wB97M-V/def2-TZVPD.

Positions of all 7 atoms, in Å:
I  -2.374  -0.306  0.007
C  -0.376  0.097  0.595
C  0.675  -0.186  -0.457
O  0.275  1.114  -0.085
H  -0.352  0.076  1.654
H  1.609  -0.415  -0.182
H  0.543  -0.381  -1.531

Summary:
- Net charge: 0
- Multiplicity: 1
- Lowest unoccupied orbital energy: 0.54 eV
- Orbital gap: 10.0 eV
- SMILES: I[C@H]1CO1

Atomic charges from the Löwdin analysis, expressed in e, are listed below: 0.79 -0.73 -0.17 -0.12 0.06 0.06 0.12

Name the least stable of them. <w>.

<w>
The ion C2H6N5 with charge +1, computed with wB97M-V/def2-TZVPD.

Positions of all 13 atoms, in Å:
N  -0.298  2.426  -0.800
C  -0.122  1.207  -0.362
N  -1.027  0.295  -0.035
N  -0.361  -0.988  0.062
C  0.768  -0.986  1.021
N  1.629  0.202  0.732
N  1.262  1.044  -0.056
H  -1.182  3.041  -0.882
H  0.532  2.921  -1.174
H  -0.028  -1.118  -0.865
H  -1.114  -1.683  0.301
H  1.383  -1.802  1.033
H  0.252  -0.850  2.010

Summary:
- Net charge: +1
- Multiplicity: 1
- Lowest unoccupied orbital energy: -5.07 eV
- Orbital gap: 9.1 eV
- SMILES: NC1=N[NH2+]CN=N1

Atomic charges from the Löwdin analysis, expressed in e, are listed below: 0.20 -0.43 0.11 0.03 -0.07 0.10 0.08 0.19 0.15 0.16 0.22 0.11 0.17

<x>
The ion C2H6N5 with charge +1, computed with wB97M-V/def2-TZVPD.

Positions of all 13 atoms, in Å:
N  -1.529  -2.633  0.312
N  -0.601  -1.915  0.406
C  0.433  -1.430  -0.143
N  0.261  -0.635  -1.207
N  0.246  0.493  -1.454
C  0.247  1.656  -0.663
N  0.281  1.349  0.785
H  -2.235  -2.527  1.128
H  1.358  -1.716  0.336
H  1.156  2.023  -1.115
H  -0.528  2.306  -0.992
H  1.253  1.095  1.102
H  -0.342  1.934  1.505

Summary:
- Net charge: +1
- Multiplicity: 1
- Lowest unoccupied orbital energy (spin up / spin down): -5.31 / -5.31 eV
- Orbital gap (spin up / spin down): 8.3 / 8.3 eV
- SMILES: N=[N+]=C/N=N\CN

Atomic charges from the Löwdin analysis, expressed in e, are listed below: 0.24 0.00 -0.08 0.12 0.07 -0.22 0.01 0.16 0.17 0.14 0.13 0.10 0.16

Name the least stable of them. <x>.

<w>
The ion C5H7N2O with charge +1, computed with wB97M-V/def2-TZVPD.

Positions of all 15 atoms, in Å:
C  2.526  0.578  -1.224
O  1.466  -0.112  -0.568
C  0.683  0.462  0.321
C  -0.593  -0.088  0.639
C  -1.694  0.385  1.520
N  -2.789  -0.284  1.188
C  -2.484  -1.172  0.241
N  -1.185  -1.119  -0.049
H  3.418  0.214  -0.774
H  2.813  1.676  -1.099
H  2.393  0.506  -2.272
H  0.882  1.287  0.965
H  -1.505  1.158  2.162
H  -3.227  -1.817  -0.231
H  -0.702  -1.676  -0.818

Summary:
- Net charge: +1
- Multiplicity: 1
- Lowest unoccupied orbital energy: -5.83 eV
- Orbital gap: 8.6 eV
- SMILES: CO/C=C1/C=NC=[NH+]1

Atomic charges from the Löwdin analysis, expressed in e, are listed below: -0.02 -0.01 0.04 -0.16 0.03 0.11 -0.07 0.12 0.09 0.14 0.09 0.15 0.10 0.16 0.22

<x>
A structure of composition C5H7N2O, computed with wB97M-V/def2-TZVPD.

Positions of all 15 atoms, in Å:
C  1.961  1.002  -0.302
C  2.191  1.286  0.903
C  0.644  -0.237  1.360
C  -2.491  0.205  -1.265
C  -0.385  -0.982  -0.683
N  0.563  -0.213  0.023
N  1.520  0.605  1.904
O  -1.668  -0.393  -0.421
H  0.054  -0.912  1.918
H  -3.287  0.592  -0.648
H  -2.445  0.250  -2.400
H  1.931  1.367  -1.297
H  -0.274  -2.008  -0.265
H  -0.289  -1.089  -1.720
H  1.974  0.529  2.892

Summary:
- Net charge: +1
- Multiplicity: 1
- Lowest unoccupied orbital energy (spin up / spin down): -6.93 / -6.93 eV
- Orbital gap (spin up / spin down): 4.6 / 4.6 eV

Atomic charges from the Löwdin analysis, expressed in e, are listed below: 0.06 -0.17 -0.12 0.30 -0.15 -0.01 0.04 0.03 0.14 0.13 0.17 0.06 0.17 0.13 0.21

Name the least stable of them. <x>.

<w>
A structure of composition C27H66LiN3O19P, computed with wB97M-V/def2-TZVPD.

Positions of all 117 atoms, in Å:
C  0.016  0.411  4.375
N  -0.900  -0.695  4.847
C  0.023  -1.839  5.226
C  -1.575  -0.284  6.123
C  -1.752  -1.243  3.762
C  -2.719  -0.150  3.150
O  -3.291  -0.718  2.051
H  -0.389  1.242  3.699
H  0.415  -0.036  3.435
H  0.904  0.940  5.013
H  0.980  -1.995  4.524
H  -0.532  -2.794  5.342
H  0.452  -1.428  6.020
H  -0.966  0.143  6.943
H  -2.358  -1.003  6.326
H  -2.268  0.574  5.935
H  -2.399  -2.103  4.247
H  -1.263  -1.741  2.883
H  -2.100  0.801  2.760
H  -3.445  0.071  3.807
H  -2.811  -0.364  1.241
C  -1.984  -1.167  -3.302
N  -1.022  -1.223  -4.423
C  0.135  -0.319  -3.976
C  -0.414  -2.584  -4.560
C  -1.732  -0.661  -5.642
C  -0.984  -0.625  -6.911
O  -1.849  -0.122  -7.900
H  -2.452  -0.229  -3.146
H  -1.610  -1.256  -2.326
H  -2.740  -1.932  -3.336
H  0.606  -0.435  -4.829
H  0.819  -0.853  -3.121
H  -0.073  0.729  -3.768
H  0.059  -2.861  -3.562
H  0.475  -2.466  -5.344
H  -1.429  -3.384  -4.852
H  -1.691  0.381  -5.517
H  -2.659  -1.215  -5.751
H  -0.763  -1.684  -7.273
H  -0.247  0.018  -6.877
H  -2.194  0.718  -7.590
C  -3.967  1.579  -1.401
N  -2.939  2.834  -1.253
C  -1.768  2.491  -2.160
C  -3.637  4.096  -1.701
C  -2.567  2.750  0.221
C  -1.306  3.622  0.687
O  -0.865  3.168  1.906
H  -4.906  1.687  -0.907
H  -3.530  0.532  -1.084
H  -4.088  1.318  -2.481
H  -1.293  1.532  -1.862
H  -0.917  3.133  -2.169
H  -1.998  2.515  -3.123
H  -4.557  4.227  -1.178
H  -3.580  4.036  -2.732
H  -2.792  4.637  -1.343
H  -2.176  1.823  0.627
H  -3.253  2.746  0.956
H  -1.781  4.735  0.687
H  -0.534  3.358  -0.151
H  -0.341  2.362  1.603
Li  1.800  0.835  0.276
P  -0.252  -0.080  0.195
O  0.831  -0.834  0.818
O  0.085  1.188  1.037
O  -1.580  -0.492  0.067
O  0.467  0.503  -1.004
C  3.914  -1.083  -1.327
O  5.179  -0.523  -1.151
C  5.681  -0.091  -2.218
O  5.177  -0.255  -3.347
O  6.831  0.518  -2.119
C  7.726  0.623  -3.206
H  3.926  -1.697  -2.142
H  3.307  -0.241  -1.516
H  3.323  -1.169  -0.408
H  7.287  1.198  -4.191
H  8.052  -0.389  -3.333
H  8.736  1.194  -2.919
C  2.316  3.233  -1.584
O  3.684  3.123  -1.338
C  4.220  2.562  -0.244
O  3.461  2.112  0.570
O  5.494  2.547  -0.199
C  6.095  2.052  1.037
H  1.907  2.299  -2.120
H  2.316  3.706  -2.408
H  1.713  3.618  -0.767
H  5.854  2.621  1.939
H  7.208  2.155  1.038
H  5.744  0.908  1.059
C  -7.622  -6.228  -0.203
O  -6.389  -5.665  -0.495
C  -5.869  -4.817  0.312
O  -6.012  -4.849  1.524
O  -4.832  -4.159  -0.229
C  -4.115  -3.228  0.524
H  -7.663  -7.078  0.367
H  -7.995  -6.875  -0.928
H  -8.514  -5.665  0.445
H  -3.291  -2.749  -0.031
H  -3.632  -3.649  1.409
H  -4.808  -2.361  0.778
C  5.478  1.321  6.267
O  5.401  0.805  5.018
C  4.308  0.077  4.612
O  3.291  0.045  5.349
O  4.270  -0.303  3.359
C  3.229  -1.068  2.816
H  5.033  0.613  6.903
H  4.741  2.238  6.327
H  6.456  1.531  6.366
H  3.361  -1.566  1.795
H  2.320  -0.494  2.720
H  2.873  -1.820  3.654

Summary:
- Net charge: +1
- Multiplicity: 1
- Lowest unoccupied orbital energy: -2.30 eV
- Orbital gap: 6.2 eV

Here are the Löwdin charges for atoms 1 to 99, given in e: -0.02 -0.35 0.01 0.00 -0.09 -0.25 -0.11 0.10 0.07 0.17 0.14 0.12 0.04 0.13 0.10 0.12 0.17 0.15 0.15 0.07 0.05 -0.03 -0.35 0.02 0.00 -0.10 -0.26 -0.02 0.07 0.07 0.11 0.02 0.17 0.10 0.12 0.14 0.21 0.12 0.16 0.16 0.08 0.09 0.03 -0.25 -0.02 0.06 -0.12 -0.27 -0.11 0.08 0.12 0.09 0.08 0.10 0.04 0.11 0.08 0.09 0.09 0.10 0.15 0.11 -0.05 0.57 -0.23 -0.38 -0.42 -0.27 -0.45 -0.01 0.06 -0.66 0.07 -0.01 -0.06 0.08 0.07 0.09 0.15 0.08 0.13 -0.04 0.03 -0.64 0.08 0.04 0.01 0.12 0.02 0.11 0.10 0.11 0.14 -0.08 0.06 -0.62 0.11 -0.01 -0.08

<x>
A structure of composition C27H66LiN3O19P, computed with wB97M-V/def2-TZVPD.

Positions of all 117 atoms, in Å:
C  -0.962  -1.817  -3.405
N  -0.481  -0.748  -4.422
C  1.074  -0.766  -4.440
C  -1.057  -0.944  -5.709
C  -0.829  0.635  -3.837
C  -2.315  0.796  -3.552
O  -2.533  2.039  -2.932
H  -2.020  -2.023  -3.282
H  -0.471  -1.652  -2.351
H  -0.615  -2.810  -3.517
H  1.320  -0.111  -5.338
H  1.232  -1.740  -4.715
H  1.692  -0.376  -3.644
H  -2.124  -1.075  -5.745
H  -0.483  -1.542  -6.212
H  -0.695  0.055  -6.176
H  -0.344  1.449  -4.470
H  -0.476  0.736  -2.904
H  -2.738  0.104  -2.795
H  -3.010  0.888  -4.430
H  -2.105  1.761  -2.027
C  2.562  -1.938  -0.632
N  3.654  -1.060  -0.020
C  2.868  0.055  0.739
C  4.458  -1.817  1.099
C  4.474  -0.490  -1.094
C  5.687  0.379  -0.630
O  6.548  0.759  -1.762
H  3.007  -2.913  -1.069
H  2.175  -1.483  -1.603
H  1.738  -1.964  0.065
H  2.313  -0.281  1.706
H  2.101  0.310  0.032
H  3.436  1.009  0.958
H  5.105  -1.259  1.775
H  4.881  -2.462  0.602
H  3.791  -2.470  1.735
H  3.810  0.033  -1.835
H  4.979  -1.224  -1.863
H  6.319  -0.190  -0.029
H  5.210  1.206  -0.266
H  6.172  0.759  -2.590
C  2.246  2.676  -3.446
N  1.787  3.788  -2.534
C  2.578  5.014  -2.865
C  0.309  4.023  -2.902
C  1.922  3.288  -1.201
C  1.506  4.242  -0.015
O  1.630  3.586  1.176
H  1.961  1.546  -3.112
H  3.354  2.626  -3.368
H  2.110  2.771  -4.526
H  3.683  4.844  -2.300
H  2.345  5.871  -2.512
H  2.860  5.156  -3.836
H  -0.115  4.937  -2.421
H  -0.245  3.216  -2.847
H  0.070  4.103  -4.021
H  3.056  2.894  -0.950
H  1.274  2.441  -1.096
H  0.236  4.590  -0.147
H  1.962  4.951  -0.045
H  0.914  2.935  1.212
Li  -0.859  0.722  2.639
P  -0.758  0.789  0.212
O  -1.722  0.240  1.179
O  0.208  1.408  1.344
O  -1.209  1.772  -0.743
O  -0.027  -0.305  -0.534
C  -2.335  3.532  1.785
O  -2.699  3.859  3.098
C  -2.545  3.065  4.086
O  -1.870  2.065  3.974
O  -2.967  3.516  5.292
C  -2.583  2.885  6.509
H  -2.619  2.620  1.328
H  -1.216  3.334  1.742
H  -2.472  4.346  1.024
H  -1.532  2.742  6.377
H  -2.721  1.751  6.540
H  -2.950  3.393  7.376
C  -3.644  -1.908  -0.260
O  -4.909  -2.559  -0.396
C  -5.231  -3.049  -1.634
O  -4.551  -2.928  -2.628
O  -6.487  -3.392  -1.661
C  -7.179  -3.668  -2.890
H  -2.768  -2.367  -0.578
H  -3.431  -1.867  0.938
H  -3.696  -0.901  -0.631
H  -7.080  -2.687  -3.491
H  -8.191  -3.785  -2.580
H  -6.746  -4.533  -3.218
C  3.054  -5.702  3.816
O  2.001  -5.383  2.818
C  1.338  -4.195  2.923
O  1.549  -3.281  3.753
O  0.314  -4.219  1.887
C  -0.650  -3.214  1.786
H  2.651  -5.676  4.830
H  3.926  -5.148  3.920
H  3.259  -6.608  3.652
H  -1.227  -3.478  1.026
H  -0.420  -2.205  1.779
H  -1.196  -3.136  2.789
C  -0.084  -1.286  7.002
O  -1.378  -1.391  6.561
C  -1.755  -0.962  5.333
O  -0.862  -0.611  4.468
O  -3.079  -1.012  5.063
C  -3.473  -1.030  3.696
H  0.347  -0.359  6.881
H  0.480  -1.994  6.339
H  0.008  -1.485  8.116
H  -3.041  -0.146  2.962
H  -4.595  -0.947  3.399
H  -3.126  -1.916  3.372

Summary:
- Net charge: +1
- Multiplicity: 1
- Lowest unoccupied orbital energy: -2.78 eV
- Orbital gap: 6.2 eV

Here are the Löwdin charges for atoms 1 to 99, given in e: 0.02 -0.31 0.04 0.00 -0.12 -0.26 -0.12 0.09 0.12 0.08 0.13 0.07 0.07 0.13 0.04 0.15 0.15 0.05 0.13 0.14 0.04 0.00 -0.29 0.00 0.07 -0.15 -0.15 -0.03 0.14 0.09 0.08 0.15 0.03 0.12 0.12 -0.01 0.13 0.12 0.17 0.11 0.07 0.03 -0.03 -0.31 0.04 0.04 -0.13 -0.22 -0.04 0.13 0.10 0.11 0.19 0.03 0.08 0.13 0.00 0.14 0.19 0.09 0.21 -0.04 0.00 0.57 -0.15 -0.41 -0.49 -0.29 -0.38 -0.04 0.06 -0.58 0.07 0.01 -0.03 0.06 0.09 0.12 0.08 0.11 0.09 -0.05 0.00 -0.60 0.09 0.00 0.01 0.05 0.13 0.08 0.14 0.09 0.07 0.02 0.00 -0.43 0.08 -0.04 -0.07

Name the least stable of them. <w>.